[1]
29
Properties=species:S:1:pos:R:3:forces:R:3 method="wB97M-V/def2-TZVPD" largest_force_ev_per_a=2.78 homo_lumo_gap_ev="6.992 / 5.467" multiplicity=3
Au -7.014 -9.217 4.728 1.101 1.042 -1.004
O -7.010 -11.702 8.707 0.308 0.783 -0.982
C -6.860 -10.910 7.562 0.885 -2.610 0.364
O -6.165 -11.271 6.639 -0.879 0.859 0.897
C -7.666 -9.682 7.696 -1.155 2.171 -0.122
C -8.256 -9.319 8.904 0.735 0.107 -0.938
C -8.851 -8.074 9.043 -0.102 0.305 1.446
C -8.975 -7.186 8.007 0.106 -0.579 -0.659
C -8.421 -7.624 6.805 0.017 -0.581 -0.308
N -7.785 -8.809 6.643 -0.653 -0.300 1.309
C -8.490 -6.663 5.620 0.934 0.460 -0.186
O -8.884 -5.516 5.853 0.075 -0.910 -0.335
O -7.973 -7.105 4.536 -0.303 -0.121 0.084
H -6.408 -12.474 8.664 -0.307 0.582 -0.365
H -8.166 -9.949 9.752 0.072 -0.485 0.489
H -9.106 -7.802 10.069 -0.418 0.023 -0.369
H -9.490 -6.219 7.991 0.451 -0.444 0.300
C -5.358 -5.498 2.475 1.054 -0.841 0.441
N -4.658 -6.445 3.363 -0.926 -1.196 0.400
C -4.784 -6.387 4.730 0.535 0.029 -0.939
N -5.456 -5.350 5.248 -0.856 0.524 0.022
S -3.996 -7.544 5.638 -0.208 -0.535 0.446
H -5.001 -5.706 1.466 -0.513 -0.117 -0.008
H -4.996 -4.511 2.703 -0.050 0.531 0.215
H -6.427 -5.570 2.613 -0.456 0.057 -0.391
H -4.708 -7.474 3.111 0.480 1.861 -0.140
H -6.258 -5.029 4.704 0.353 0.084 0.224
H -5.621 -5.323 6.249 0.300 -0.226 -0.366
S -5.540 -9.539 3.071 -0.578 -0.477 0.475

***

[2]
113
Properties=species:S:1:pos:R:3:forces:R:3 method="wB97M-V/def2-TZVPD" largest_force_ev_per_a=2.77 homo_lumo_gap_ev="8.726 / 8.832" multiplicity=2
C 5.028 -0.391 0.119 -0.755 -0.203 0.704
C 3.562 -0.756 0.071 0.384 0.097 -0.199
Br 2.652 -0.534 1.731 0.117 -0.026 -0.040
C 2.920 -1.169 -1.014 -0.194 0.011 -0.032
Br 4.043 -1.323 -2.573 0.015 -0.098 0.311
C 1.438 -1.519 -1.215 -0.395 -0.327 -0.630
N 1.224 -1.763 -2.657 0.226 0.227 0.140
C 1.033 -2.784 -0.431 0.033 0.392 0.376
C -0.444 -3.199 -0.606 -0.154 -0.981 -0.991
C -0.670 -3.961 -1.952 -0.275 0.914 0.445
C -0.786 -4.216 0.491 0.627 0.041 -0.297
N -1.394 -2.016 -0.600 0.683 -0.215 2.681
O -2.426 -2.263 0.144 -0.604 0.075 -1.163
C -0.798 -0.715 -0.129 -0.502 1.198 -0.096
C -0.703 -0.714 1.409 0.348 0.089 -0.304
C -1.771 0.446 -0.458 -0.048 -0.606 -0.437
C 0.494 -0.346 -0.867 0.154 -0.609 -0.243
H 5.280 -0.094 1.135 0.142 0.129 -0.103
H 5.619 -1.270 -0.121 0.163 0.099 -0.187
H 5.221 0.425 -0.569 0.241 -0.047 -0.066
H 1.549 -2.694 -2.892 -0.063 -0.026 -0.052
H 0.245 -1.661 -2.888 -0.020 -0.057 0.005
H 1.660 -3.626 -0.736 -0.033 -0.003 -0.100
H 1.229 -2.658 0.635 0.028 0.104 -0.029
H -1.507 -4.648 -1.842 0.131 -0.200 -0.058
H -0.976 -3.234 -2.704 0.096 -0.194 -0.171
H 0.243 -4.473 -2.248 -0.146 -0.241 -0.109
H -1.721 -4.730 0.289 -0.179 0.234 0.203
H -0.005 -4.976 0.431 0.001 -0.020 0.168
H -0.747 -3.783 1.489 -0.106 -0.044 0.041
H -0.267 -1.622 1.822 0.063 0.048 0.088
H -1.677 -0.525 1.847 -0.052 -0.320 -0.013
H -0.090 0.146 1.676 0.040 -0.070 0.130
H -2.415 0.156 -1.291 0.001 0.048 -0.034
H -1.195 1.306 -0.791 -0.139 0.173 0.218
H -2.397 0.705 0.388 -0.026 0.179 -0.054
H 0.212 0.107 -1.818 0.148 0.077 -0.004
H 1.017 0.432 -0.322 -0.097 0.022 0.122
O 2.577 3.360 1.308 0.664 -0.700 0.230
H 2.588 2.526 0.825 0.283 -0.171 -0.160
H 2.118 3.145 2.133 0.564 -0.287 0.637
O 0.367 4.380 1.066 -1.987 0.333 -0.400
H 1.180 3.862 1.188 0.025 0.597 -0.795
H -0.138 4.159 1.860 0.171 0.109 0.055
O -1.099 6.902 1.182 -0.062 0.072 0.015
H -0.624 6.061 1.145 0.213 -0.051 -0.077
H -1.961 6.700 1.555 -0.078 0.049 -0.094
O 0.065 -3.677 -5.232 0.038 -0.052 -0.039
H -0.884 -3.686 -5.056 -0.049 0.128 -0.104
H 0.448 -3.327 -4.423 -0.038 -0.025 0.056
O -4.147 0.443 2.145 -0.158 -0.067 -0.063
H -4.207 -0.350 1.598 0.114 -0.021 -0.014
H -4.650 0.226 2.942 0.051 -0.060 0.115
O -1.389 -5.947 -6.294 0.009 -0.014 0.060
H -1.325 -5.655 -7.208 -0.012 -0.009 -0.035
H -0.579 -5.616 -5.885 0.030 0.014 -0.045
O -6.652 0.853 0.648 0.015 0.061 -0.026
H -6.615 1.171 -0.258 -0.035 0.018 -0.022
H -5.795 1.089 1.028 0.075 -0.071 0.062
O -2.567 3.477 -0.101 0.035 0.417 0.144
H -2.499 3.766 -1.019 0.078 0.017 -0.175
H -1.694 3.683 0.269 -0.059 -0.065 -0.148
O 3.193 -2.647 -5.874 0.161 -0.006 0.092
H 2.242 -2.643 -5.725 -0.061 0.023 -0.095
H 3.592 -2.312 -5.060 -0.197 -0.011 -0.089
O -1.078 0.347 4.286 0.213 -0.141 0.106
H -0.516 -0.440 4.316 -0.177 -0.044 0.083
H -1.939 0.040 4.590 -0.134 0.073 -0.175
O 0.888 3.977 3.618 0.069 0.124 0.228
H 0.295 4.038 4.382 0.127 -0.428 0.226
H 1.395 4.795 3.620 -0.051 0.097 -0.033
O -2.426 5.332 -2.647 0.144 0.252 0.133
H -2.006 5.694 -3.436 -0.163 -0.106 -0.127
H -2.772 6.106 -2.180 -0.119 -0.046 0.016
O -0.306 2.632 5.742 0.189 0.017 0.033
H -0.347 1.850 5.167 -0.293 0.075 0.043
H -0.778 2.367 6.539 -0.103 0.043 0.034
O 3.796 1.827 -4.227 0.058 0.117 0.159
H 3.931 1.343 -3.404 0.010 -0.197 -0.018
H 4.423 1.430 -4.837 -0.051 0.014 -0.099
O 2.102 2.174 -1.817 0.153 0.096 0.158
H 2.461 2.516 -2.646 -0.124 0.018 -0.080
H 1.680 2.942 -1.415 -0.127 0.107 -0.109
O -5.346 0.627 4.850 0.059 0.101 -0.061
H -5.547 1.533 4.591 0.020 0.033 0.006
H -5.757 0.526 5.713 -0.031 -0.092 0.004
O -3.036 -3.593 2.993 0.006 0.047 -0.035
H -3.986 -3.461 2.943 -0.035 -0.021 0.022
H -2.734 -3.478 2.082 -0.006 0.087 -0.053
O 5.837 -2.752 -4.991 0.119 0.068 -0.019
H 6.749 -2.496 -5.158 0.019 -0.010 -0.002
H 5.483 -2.996 -5.855 -0.127 -0.027 0.038
O 7.830 -0.340 -1.113 0.078 -0.009 -0.122
H 7.428 -1.000 -1.687 -0.041 -0.007 0.014
H 8.223 0.296 -1.719 0.045 0.032 0.032
O -2.231 0.922 7.848 0.036 -0.016 -0.085
H -2.267 0.142 7.286 0.027 -0.021 -0.034
H -2.698 0.665 8.648 0.022 0.062 0.063
O 1.183 -1.077 5.678 -0.039 0.053 -0.161
H 1.265 -0.815 6.601 -0.029 -0.017 0.039
H 1.362 -0.265 5.191 0.190 0.043 0.104
O -2.745 -1.391 -3.952 0.071 -0.043 0.093
H -2.984 -0.529 -4.306 0.044 0.011 -0.055
H -3.211 -1.446 -3.111 0.026 -0.060 0.040
O 0.565 5.468 -2.497 0.007 -0.012 0.025
H -0.381 5.568 -2.325 0.079 -0.197 0.178
H 0.985 5.768 -1.685 -0.003 0.058 0.042
O -4.243 6.469 -0.070 0.204 -0.220 -0.056
H -3.780 5.618 -0.081 0.006 -0.041 0.139
H -5.128 6.246 0.233 -0.057 0.035 -0.038
O 1.557 -6.243 1.815 0.086 -0.020 0.009
H 2.470 -6.535 1.739 0.015 -0.010 -0.022
H 1.346 -6.349 2.748 -0.056 0.024 0.010

***

[3]
15
Properties=species:S:1:pos:R:3:forces:R:3 method="wB97M-V/def2-TZVPD" largest_force_ev_per_a=3.73 homo_lumo_gap_ev="8.001 / 8.000"
C -0.849 1.387 0.082 -2.544 -1.667 0.055
C -1.028 0.045 0.284 -1.540 1.455 -2.693
C 0.540 1.851 0.269 -0.546 0.257 -2.049
C 1.292 -0.276 0.408 -2.425 -0.432 -0.777
N -0.041 -0.716 0.736 3.474 -0.514 1.252
N 1.235 0.818 -0.534 1.940 0.365 -0.256
N -0.317 -1.981 1.304 -2.230 -2.298 -1.885
O 1.095 2.772 0.737 0.115 0.148 0.697
O 2.298 -0.734 0.784 1.287 -1.156 0.946
O -1.429 1.739 -1.185 1.467 0.865 0.931
O -1.705 -0.556 -0.888 0.431 0.332 1.264
O 0.587 0.293 -1.738 -0.556 0.840 0.423
P -1.049 0.409 -2.071 -0.349 -0.603 0.150
H 0.462 -2.697 1.232 -0.652 1.810 -0.216
H -1.093 -2.353 0.581 2.126 0.598 2.157

***

[4]
8
Properties=species:S:1:pos:R:3:forces:R:3 method="wB97M-V/def2-TZVPD" e_above_lowest_ev=3.816 largest_force_ev_per_a=4.77 homo_lumo_gap_ev=7.404
C 0.767 -1.450 0.351 -1.716 -2.469 -0.294
C -0.672 0.721 -0.080 -0.707 0.505 -0.107
N -0.070 -2.264 0.428 0.131 -1.469 0.476
N -0.864 1.943 -0.032 -1.323 -3.503 -0.653
N 1.348 -0.371 0.221 0.675 4.689 -0.584
I -2.103 -0.811 -0.401 0.083 0.630 -0.032
H -0.036 2.343 0.241 2.684 2.076 0.849
H 1.630 -0.110 -0.728 0.174 -0.460 0.345

***

[5]
73
Properties=species:S:1:pos:R:3:forces:R:3 method="wB97M-V/def2-TZVPD" e_above_lowest_ev=1.742 largest_force_ev_per_a=1.24 homo_lumo_gap_ev="7.079 / 6.708" multiplicity=2
Ru 0.508 -0.138 1.248 -0.835 -0.794 -0.104
I 4.638 -2.636 -0.432 -0.073 0.057 -0.043
C 3.708 -2.512 1.416 0.105 -0.143 0.131
C 4.410 -2.943 2.567 0.005 0.010 -0.045
C 3.836 -2.950 3.805 -0.115 0.012 0.043
I 4.949 -3.609 5.441 -0.002 0.006 -0.016
C 2.488 -2.523 3.966 0.063 -0.066 -0.017
C 1.736 -2.543 5.157 -0.039 -0.007 0.027
C 0.422 -2.152 5.148 0.004 -0.099 -0.046
C -0.147 -1.674 3.959 -0.106 0.002 0.060
N 0.536 -1.603 2.840 0.964 0.719 0.294
C 1.825 -2.051 2.824 0.002 -0.336 -0.265
C 2.420 -2.054 1.519 -0.086 -0.007 0.213
O 1.658 -1.650 0.524 -0.045 0.232 -0.451
H 5.429 -3.282 2.445 0.000 0.007 0.010
H 2.200 -2.886 6.073 -0.002 0.004 0.001
H -0.178 -2.192 6.046 -0.009 0.002 -0.003
H -1.176 -1.335 3.931 0.041 0.096 0.029
N -0.842 -2.269 -0.815 0.012 0.116 -0.045
C -1.724 -1.427 -0.306 0.043 -0.216 0.149
N -2.938 -1.361 -0.854 -0.037 -0.031 0.025
C -3.809 -0.552 -0.273 0.053 -0.032 -0.017
N -5.026 -0.446 -0.821 -0.053 0.019 -0.008
N -3.577 0.189 0.837 -0.052 -0.035 0.065
C -2.355 0.095 1.288 0.038 0.076 -0.162
N -1.386 -0.686 0.798 0.120 -0.107 -0.426
C -1.951 0.901 2.452 -0.051 -0.036 0.130
C -2.890 1.406 3.329 0.006 0.104 0.016
C -2.441 2.042 4.477 -0.005 -0.011 -0.019
C -1.079 2.141 4.687 0.010 0.000 -0.021
C -0.200 1.625 3.747 0.174 0.233 -0.075
N -0.624 1.016 2.639 -0.532 -0.072 -0.308
H -1.040 -2.635 -1.742 0.026 0.048 0.030
H 0.126 -2.211 -0.513 -0.023 -0.001 0.050
H -5.224 -0.935 -1.675 0.012 -0.005 0.005
H -5.682 0.210 -0.439 0.000 -0.007 0.002
H -3.938 1.284 3.099 0.005 -0.012 -0.005
H -3.143 2.442 5.195 -0.007 0.006 -0.008
H -0.677 2.622 5.567 0.006 -0.001 0.000
H 0.871 1.702 3.861 -0.024 -0.040 0.039
C -2.517 3.940 -4.539 -0.002 0.025 0.023
C -1.909 2.567 -4.518 0.000 -0.028 -0.005
C -2.311 1.618 -3.584 0.012 0.020 -0.004
C -1.719 0.368 -3.540 0.021 0.079 0.032
C -0.714 0.064 -4.441 -0.059 -0.142 -0.052
C -0.319 0.978 -5.407 0.015 0.036 -0.025
C -0.916 2.225 -5.435 -0.004 -0.009 0.005
S 0.097 -1.494 -4.330 0.227 0.140 0.094
O -0.789 -2.495 -3.781 -0.044 -0.042 -0.044
O 0.733 -1.746 -5.592 -0.006 0.006 -0.009
N 1.174 -1.212 -3.127 -0.180 -0.078 -0.036
C 2.190 -0.163 -3.234 0.081 0.013 -0.017
C 2.384 0.509 -1.882 0.057 0.124 -0.020
C 1.127 1.234 -1.433 0.098 -0.179 -0.152
O 0.797 2.287 -1.921 -0.009 -0.042 -0.007
O 0.326 0.592 -0.581 -0.064 0.416 0.669
H -3.330 4.024 -3.819 -0.001 -0.002 -0.007
H -2.909 4.182 -5.529 0.006 -0.002 -0.003
H -1.767 4.691 -4.287 0.000 -0.002 0.001
H -3.084 1.869 -2.867 0.002 0.000 -0.011
H -2.032 -0.365 -2.814 -0.022 -0.063 0.051
H 0.449 0.708 -6.119 -0.008 -0.006 -0.002
H -0.600 2.952 -6.174 -0.004 -0.001 -0.004
H 1.485 -2.082 -2.713 0.010 0.040 0.033
H 1.865 0.564 -3.978 -0.033 0.009 0.038
H 3.138 -0.582 -3.579 -0.014 0.012 -0.031
H 3.173 1.257 -1.964 0.020 -0.031 -0.003
H 2.690 -0.229 -1.149 -0.026 -0.059 0.044
O 3.741 2.856 2.126 0.062 0.025 0.025
Cl 2.729 1.896 1.863 0.780 -0.179 -0.164
O 3.095 1.013 0.774 -0.064 -0.003 -0.074
O 2.532 1.027 3.019 -0.139 -0.163 0.368
O 1.480 2.527 1.539 -0.299 0.391 0.049

***

[6]
54
Properties=species:S:1:pos:R:3:forces:R:3 method="wB97M-V/def2-TZVPD" total_charge=-1 e_above_lowest_ev=0.000 largest_force_ev_per_a=2.41 homo_lumo_gap_ev=10.583
Na -12.976 -6.802 7.944 0.276 -0.318 0.444
P -14.612 -7.053 5.095 -0.651 -0.972 0.529
F -14.685 -6.264 6.576 0.231 0.052 -0.307
F -14.103 -5.677 4.453 0.228 0.437 -0.668
F -13.060 -7.441 5.365 -0.181 0.040 0.421
F -14.596 -7.881 3.713 0.260 0.593 -0.058
F -15.125 -8.363 5.871 0.119 0.142 -0.121
F -16.128 -6.579 4.801 -0.161 0.000 0.118
P -12.273 -9.999 8.985 0.162 0.060 0.522
F -11.526 -8.567 9.241 0.272 -0.149 -0.087
F -11.858 -9.954 7.445 -0.025 0.098 -0.444
F -10.892 -10.814 9.306 -0.415 0.229 0.027
F -13.096 -11.363 8.767 0.059 -0.007 -0.208
F -12.666 -10.053 10.550 -0.034 0.118 0.084
F -13.622 -9.106 8.645 0.024 -0.257 0.029
C -15.930 -1.268 6.153 -0.417 -0.133 -0.368
C -15.446 -2.700 5.943 1.990 1.354 0.009
C -14.069 -2.719 5.187 -0.787 -0.054 -0.612
O -13.191 -3.350 6.086 0.876 0.007 0.115
C -13.798 -3.663 7.233 -0.206 0.141 0.125
O -13.293 -4.261 8.132 0.003 0.099 -0.097
O -15.037 -3.138 7.254 -0.658 -0.858 -0.174
H -15.158 -0.565 6.470 0.392 -0.426 0.000
H -16.667 -1.254 6.957 -0.333 0.024 -0.320
H -16.315 -0.868 5.211 -0.348 -0.035 0.179
H -16.140 -3.356 5.424 -0.291 -0.216 0.608
H -13.773 -1.693 4.942 0.337 -0.102 0.328
H -14.021 -3.307 4.266 -0.469 0.040 0.171
C -9.609 -3.490 4.594 0.394 -0.280 -0.123
C -9.091 -4.596 5.484 -0.155 -0.419 0.324
C -8.232 -4.142 6.681 0.165 0.068 -0.297
O -8.795 -4.807 7.800 0.285 0.002 0.241
C -9.929 -5.429 7.442 -0.791 -0.389 0.186
O -10.663 -6.002 8.184 0.208 0.111 0.130
O -10.154 -5.321 6.132 0.041 0.493 -0.619
H -10.263 -3.874 3.812 -0.204 -0.081 0.204
H -8.743 -3.080 4.067 -0.031 0.261 0.134
H -10.108 -2.720 5.178 -0.065 0.033 -0.060
H -8.552 -5.350 4.907 0.047 0.144 -0.150
H -8.265 -3.067 6.876 -0.055 -0.036 -0.182
H -7.197 -4.461 6.549 -0.025 0.089 0.169
C -16.505 -6.230 13.780 0.903 0.109 -0.173
C -15.225 -6.933 13.326 -0.481 -0.180 0.269
C -15.498 -8.175 12.442 0.575 -0.181 1.750
O -14.472 -8.096 11.478 -1.145 -0.450 -0.631
C -14.063 -6.839 11.375 1.238 0.326 0.098
O -13.367 -6.413 10.511 -0.236 0.214 -0.300
O -14.407 -6.126 12.476 -0.684 0.335 -0.098
H -17.066 -5.948 12.891 -0.304 0.038 0.172
H -16.258 -5.349 14.372 -0.008 0.138 -0.179
H -17.061 -6.886 14.450 -0.182 -0.169 -0.252
H -14.618 -7.154 14.205 0.045 -0.286 -0.032
H -16.530 -8.206 12.094 0.179 0.260 -0.752
H -15.343 -9.089 13.015 0.034 -0.056 -0.075

***

Calculated total energy for the records above, in order: -1746.2303; -7713.4999; -1035.2923; -539.2197; -3707.0241; -3189.3204 hartree